Computed, not measured: a cluster of 2 separate species, CH5N2S2 in total in a non-equilibrium geometry, with wB97M-V/def2-TZVPD.

Output
LUMO = -0.2168 hartree
Kohn-Sham gap = 8.6639 eV
E_HOMO = -14.563 eV
charge = +1

```
10
CH5N2S2, DFT wB97M-V/def2-TZVPD
S -1.14855 -1.03183 0.95064
N 1.00925 0.46356 -1.26874
N 0.53321 0.89891 1.46184
H 0.15656 0.92353 2.40074
H 0.21150 0.45221 -1.94856
H 1.09139 1.77702 1.34529
S -1.49914 -2.16372 -0.83929
H -1.97371 -1.09899 -1.40548
H 1.63372 -0.34067 -1.28260
C -0.01423 0.11999 0.58616
```

Computed, not measured: the molecule CH5N3 in a non-equilibrium geometry, with wB97M-V/def2-TZVPD.

Output
SMILES string = [H]/N=C\NN
LUMO = 0.0261 hartree
Kohn-Sham gap = 9.5904 eV
E_HOMO = -8.880 eV
charge = 0

```
9
CH5N3, DFT wB97M-V/def2-TZVPD
N 0.35181 0.43439 -0.15319
N -1.93780 -0.56734 0.01735
H 1.88078 -0.75481 -0.73330
H 1.70655 -0.55184 1.03015
H -1.42861 -1.60387 -0.26206
H 0.70916 1.58618 0.09606
N 1.23916 -0.50533 -0.01613
H -1.46845 1.50960 0.06745
C -1.05261 0.45302 -0.04634
```

Computed, not measured: the molecule CH5N3 in a non-equilibrium geometry, with wB97M-V/def2-TZVPD.

Output
LUMO (spin up / spin down) = 0.0218 / 0.0218 hartree
Kohn-Sham gap (spin up / spin down) = 9.2057 / 9.2050 eV
E_HOMO (spin up / spin down) = -8.612 / -8.612 eV
charge = 0

```
9
CH5N3, DFT wB97M-V/def2-TZVPD
N -0.61645 0.26327 -0.46779
H 0.05160 -1.64274 -1.04415
H 0.69728 -0.37817 -1.79746
N -0.77879 0.62231 0.82852
N -1.33300 1.57182 1.54201
H -1.84691 2.16750 0.94283
H 1.32314 -0.67917 -0.11591
H -0.14402 0.27719 1.48021
C 0.39668 -0.65008 -0.78509
```

Computed, not measured: the molecule CH5N3 in a non-equilibrium geometry, with wB97M-V/def2-TZVPD.

Output
SMILES string = [H]/N=N/NC
LUMO (spin up / spin down) = 0.0250 / 0.0250 hartree
Kohn-Sham gap (spin up / spin down) = 8.9558 / 8.9527 eV
E_HOMO (spin up / spin down) = -8.274 / -8.272 eV
charge = 0

```
9
CH5N3, DFT wB97M-V/def2-TZVPD
N -0.30991 0.40078 2.26766
H 1.23675 -0.09568 -1.36346
C 0.16715 -0.29363 -1.36006
H 0.13926 0.03523 3.09447
N 0.24597 -0.24144 0.88945
H -0.94328 1.01205 0.22693
H -0.33345 0.33722 -2.11388
H 0.07971 -1.39512 -1.54128
N -0.28221 0.24058 -0.09983
```

Computed, not measured: the ion CH5N3 with charge +1 in a non-equilibrium geometry, with wB97M-V/def2-TZVPD.

Output
LUMO (spin up / spin down) = -0.1669 / -0.3020 hartree
Kohn-Sham gap (spin up / spin down) = 11.9250 / 8.2634 eV
expectation value of S² = 0.7545
E_HOMO (spin up / spin down) = -16.466 / -16.481 eV
charge = +1
multiplicity = 2

```
9
CH5N3, DFT wB97M-V/def2-TZVPD
H -0.23989 0.94238 1.64408
C 0.17534 -0.03626 -0.22896
N -1.05222 0.13805 -0.91321
H 1.41350 0.61553 1.16345
N 0.91042 -1.01442 -0.42645
N 0.46327 0.76278 0.84462
H -1.44414 1.01115 -0.93465
H 1.02478 -1.74915 0.27777
H -1.25106 -0.67006 -1.42666
```

Computed, not measured: the molecule CH5N3O in a non-equilibrium geometry, with wB97M-V/def2-TZVPD.

Output
LUMO (spin up / spin down) = -0.0050 / -0.0113 hartree
Kohn-Sham gap (spin up / spin down) = 8.1333 / 8.8129 eV
E_HOMO (spin up / spin down) = -8.269 / -9.119 eV
charge = 0

```
10
CH5N3O, DFT wB97M-V/def2-TZVPD
N -0.80131 1.21003 -0.33612
H -0.02170 1.69639 -0.85715
H -1.16682 0.22082 1.21408
N -0.00835 -1.41074 -0.31771
C 0.68402 -0.46405 0.59659
H -0.69617 0.01351 -1.36187
N -0.34059 0.63012 0.68555
H 0.76588 -0.87961 1.60735
H 1.70200 -0.11205 0.31995
O -0.11697 -0.90442 -1.55066
```

Computed, not measured: the molecule CH5N3O in a non-equilibrium geometry, with wB97M-V/def2-TZVPD.

Output
SMILES string = N/N=C\NO
LUMO = 0.0192 hartree
Kohn-Sham gap = 9.1661 eV
E_HOMO = -8.643 eV
charge = 0

```
10
CH5N3O, DFT wB97M-V/def2-TZVPD
N 1.02809 -0.33665 -0.57442
N -1.12583 0.65832 -0.10654
C 0.16654 0.71915 -0.21029
N -1.71213 -0.43045 0.21716
H 0.68724 -1.13396 0.01323
H -1.36353 -1.19804 -0.36792
H -2.74033 -0.02369 -0.25756
O 2.26073 0.00830 0.09806
H 0.58761 1.68873 -0.02006
H 2.21162 0.04830 1.20835
```

Computed, not measured: the molecule CH5N3O2 in a non-equilibrium geometry, with wB97M-V/def2-TZVPD.

Output
SMILES string = CNN[N+](=O)[O-]
LUMO = 0.0218 hartree
Kohn-Sham gap = 10.6203 eV
E_HOMO = -10.026 eV
charge = 0

```
11
CH5N3O2, DFT wB97M-V/def2-TZVPD
O -1.05599 0.64312 -1.55634
N -0.40923 -0.60310 0.54980
H 0.72615 0.02430 2.20671
N 0.00727 -0.01405 -1.68610
N 0.38556 -0.72200 -0.60454
H -1.34053 -0.34296 0.26794
H -0.73867 0.99319 1.91983
H 1.00027 -1.50081 -0.88923
C -0.00280 0.47166 1.43138
O 0.70389 -0.09542 -2.65565
H 0.72408 1.14608 1.01620
```

Computed, not measured: the molecule CH5N3O2 in a non-equilibrium geometry, with wB97M-V/def2-TZVPD.

Output
SMILES string = NN[C@@]1(O)NO1
LUMO = 0.0287 hartree
Kohn-Sham gap = 10.5932 eV
E_HOMO = -9.811 eV
charge = 0

```
11
CH5N3O2, DFT wB97M-V/def2-TZVPD
H 2.30606 -0.98902 -0.58215
O 0.98664 0.76637 0.73215
C 0.56221 -0.26382 -0.16167
H -1.56915 -0.80429 1.51977
O 1.43825 -1.35432 -0.34847
H 0.26035 1.63327 -0.79545
N 1.03553 0.98188 -0.69903
N -0.85234 -0.51535 -0.36206
N -1.65828 -0.11267 0.76833
H -1.34208 0.77204 1.17443
H -1.16721 -0.11409 -1.24584
```

Computed, not measured: a cluster of 2 separate species, CH5N3O2 in total in a non-equilibrium geometry, with wB97M-V/def2-TZVPD.

Output
SMILES string = O/N=N\O.C=N
LUMO = 0.0307 hartree
Kohn-Sham gap = 10.7317 eV
E_HOMO = -9.896 eV
charge = 0

```
11
CH5N3O2, DFT wB97M-V/def2-TZVPD
N -1.50040 -0.54001 0.75613
O -2.04117 -0.69829 -0.58374
H 3.04986 -0.18115 -0.35545
H 2.29316 0.42533 1.19741
H 0.90162 -0.53420 -1.12444
N 0.91326 -0.16565 -0.14877
H -2.55396 -1.55949 -0.38455
H -1.20081 1.15671 -0.65632
N -0.99778 0.47093 0.99062
O -0.98242 1.47729 0.16473
C 2.11863 0.14853 0.14438
```

Computed, not measured: the molecule CH5N3S in a non-equilibrium geometry, with wB97M-V/def2-TZVPD.

Output
SMILES string = [H]/N=N/NSC
LUMO = 0.0319 hartree
Kohn-Sham gap = 10.0967 eV
E_HOMO = -9.229 eV
charge = 0

```
10
CH5N3S, DFT wB97M-V/def2-TZVPD
H -1.02327 -0.36881 1.46115
N -0.91196 -0.78655 0.38922
N -1.89670 -0.56353 -0.44883
N -2.92758 0.02148 -0.01390
S 0.46944 -1.56955 -0.06848
C 1.53359 -0.02704 -0.20256
H 0.93309 0.92838 -0.39655
H 2.12877 0.03488 0.72828
H -3.71860 0.15078 -0.60385
H 2.22840 -0.01866 -1.04819
```

Computed, not measured: the molecule CH5N3S in a non-equilibrium geometry, with wB97M-V/def2-TZVPD.

Output
SMILES string = N/N=C/NS
LUMO = 0.0335 hartree
Kohn-Sham gap = 9.6216 eV
E_HOMO = -8.709 eV
charge = 0

```
10
CH5N3S, DFT wB97M-V/def2-TZVPD
S 2.29444 -0.66524 -0.18914
H -2.21776 -0.84862 -1.01716
N -0.57507 -0.36689 -0.10682
N -2.00944 -0.50060 -0.06370
H -2.18733 -1.39577 0.40791
H 1.90800 1.57040 0.24063
N 1.39304 0.77817 -0.11988
H -0.49692 1.75660 -0.12005
C -0.04129 0.80762 -0.09032
H 1.93233 -1.13566 1.05853
```

Computed, not measured: the molecule CH5N3S in a non-equilibrium geometry, with wB97M-V/def2-TZVPD.

Output
SMILES string = N/N=C\NS
LUMO = 0.0270 hartree
Kohn-Sham gap = 9.6076 eV
E_HOMO = -8.874 eV
charge = 0

```
10
CH5N3S, DFT wB97M-V/def2-TZVPD
N -0.03838 1.63855 0.94183
N -1.17152 1.29361 0.24037
N -0.26046 -0.87072 0.28356
H 0.12520 1.01331 1.73846
H -1.96559 -0.22933 -0.87671
S 1.15298 -1.02689 -0.73475
H -0.63595 -1.83694 0.31155
H 1.85640 -0.02568 -0.19596
C -1.22415 0.08007 -0.12218
H -0.19023 2.59840 1.25140
```

Computed, not measured: the molecule CH5N3S in a non-equilibrium geometry, with wB97M-V/def2-TZVPD.

Output
SMILES string = NNC(N)=S
LUMO = 0.0069 hartree
Kohn-Sham gap = 8.6315 eV
E_HOMO = -8.444 eV
charge = 0

```
10
CH5N3S, DFT wB97M-V/def2-TZVPD
H -1.13630 0.12982 -1.66522
N -0.77885 -1.12273 1.14581
H -1.04110 -1.96888 0.64044
N -0.16619 -0.02324 -0.89043
S 0.60519 1.10838 1.54974
N 0.75607 0.94517 -1.37414
H -0.57295 -1.24081 2.06692
H 0.82934 1.85868 -0.66353
C -0.20115 -0.02651 0.48924
H 1.70593 0.34012 -1.29883
```

Computed, not measured: a cluster of 2 separate species, CH5N3S2 in total in a non-equilibrium geometry, with wB97M-V/def2-TZVPD.

Output
LUMO = -0.0156 hartree
Kohn-Sham gap = 7.6909 eV
E_HOMO = -8.116 eV
charge = 0

```
11
CH5N3S2, DFT wB97M-V/def2-TZVPD
H -0.99568 -1.69158 0.14284
H -0.49337 -0.43746 1.35987
N -1.30961 1.48835 -0.09308
H -1.76982 2.11195 -0.76536
S 2.57934 -1.34078 -0.09251
H -1.36475 -0.21264 -1.38914
S 1.41632 0.47242 0.34524
H 2.63617 -1.44217 1.29805
N 1.33115 1.46265 -0.71938
N -1.26176 0.24908 -0.45743
C -0.76800 -0.65982 0.37091
```

Computed, not measured: the molecule CH5N3S2 in a non-equilibrium geometry, with wB97M-V/def2-TZVPD.

Output
LUMO (spin up / spin down) = 0.0321 / -0.0583 hartree
Kohn-Sham gap (spin up / spin down) = 6.9250 / 7.3260 eV
expectation value of S² = 2.0077
E_HOMO (spin up / spin down) = -6.051 / -8.913 eV
charge = 0
multiplicity = 3

```
11
CH5N3S2, DFT wB97M-V/def2-TZVPD
N 0.10778 -1.48921 -0.26553
H -0.08709 1.45606 1.47312
H 0.98694 -0.05928 2.03698
C 0.39008 0.45418 1.22958
N 1.14098 0.57721 -0.13076
N 1.18664 -0.75151 -0.62273
H -2.59975 -0.11525 -1.59013
S -2.44086 0.61054 -0.46298
S -0.86706 -0.84561 0.71003
H 0.59057 0.98208 -0.85416
H 1.59177 -0.81922 -1.52343
```

Computed, not measured: the ion CH5N4O with charge +1 in a non-equilibrium geometry, with wB97M-V/def2-TZVPD.

Output
SMILES string = NC(N)=[NH+]N=O
LUMO = -0.1833 hartree
Kohn-Sham gap = 10.5015 eV
E_HOMO = -15.489 eV
charge = +1

```
11
CH5N4O, DFT wB97M-V/def2-TZVPD
H -1.93147 -1.36969 -0.20049
N 0.20589 1.03089 -0.01740
N 0.66520 -1.23839 0.08092
H 1.58785 -1.13453 0.45089
N 1.66122 1.22617 0.21439
C -0.21482 -0.23482 0.01566
N -1.54319 -0.47703 -0.01398
H -2.23680 0.21345 -0.33686
H -0.45114 1.79872 -0.21212
H 0.42671 -2.17831 -0.10030
O 1.83056 2.36354 0.11929
```

Computed, not measured: the ion CH5N6 with charge +1 in a non-equilibrium geometry, with wB97M-V/def2-TZVPD.

Output
LUMO (spin up / spin down) = -0.1311 / -0.3223 hartree
Kohn-Sham gap (spin up / spin down) = 7.6261 / 6.9433 eV
expectation value of S² = 2.0151
E_HOMO (spin up / spin down) = -11.194 / -15.712 eV
charge = +1
multiplicity = 3

```
12
CH5N6, DFT wB97M-V/def2-TZVPD
N -0.61482 -0.73210 0.00291
H 2.09582 0.76081 0.90909
H -0.59706 2.37477 -0.22086
H 1.76161 1.42338 -0.56078
H 0.99348 -1.84547 -0.11783
N -2.04134 0.82753 -0.09852
C -0.89854 1.35580 -0.07625
H -0.55293 -2.72682 0.12917
N -1.83760 -0.50235 -0.00654
N 1.60210 0.54585 -0.05831
N 0.04873 0.45377 0.05236
N 0.04055 -1.93517 0.04557
```

Computed, not measured: a cluster of 2 separate species, CH5NO in total in a non-equilibrium geometry, with wB97M-V/def2-TZVPD.

Output
SMILES string = C=N.O
LUMO = -0.0118 hartree
Kohn-Sham gap = 9.2075 eV
E_HOMO = -9.528 eV
charge = 0

```
8
CH5NO, DFT wB97M-V/def2-TZVPD
H 1.49018 -0.96645 -1.04911
H 1.63851 0.09227 -0.09269
O 2.08641 -0.20685 -0.91739
H -1.81820 -0.71955 0.19647
H -2.02651 0.99664 0.74013
N -0.10337 0.39510 0.91738
H 0.03826 0.17313 -0.17780
C -1.30530 0.23571 0.38301
```

Computed, not measured: a cluster of 2 separate species, CH5NO in total, with wB97M-V/def2-TZVPD.

Output
SMILES string = C=N.O
LUMO = 0.0401 hartree
Kohn-Sham gap = 11.6184 eV
E_HOMO = -10.527 eV
charge = 0

```
8
CH5NO, DFT wB97M-V/def2-TZVPD
H 2.98808 0.10108 -1.19029
H -2.86836 -0.10171 1.95070
O -2.61949 -0.34526 1.05712
H 1.78388 -0.12254 0.58333
H 1.41799 0.33967 -2.18761
H -1.65942 -0.39647 1.07956
C 1.90325 0.19494 -1.22702
N 1.18529 0.18551 -0.18571
```

| no. | electronic energy (Eh) |
| --- | --- |
| 1 | -946.6050 |
| 2 | -205.2459 |
| 3 | -205.2345 |
| 4 | -205.2024 |
| 5 | -205.0242 |
| 6 | -280.4147 |
| 7 | -280.4214 |
| 8 | -355.6806 |
| 9 | -355.7214 |
| 10 | -355.6541 |
| 11 | -603.4501 |
| 12 | -603.4822 |
| 13 | -603.4890 |
| 14 | -603.4645 |
| 15 | -1001.5534 |
| 16 | -1001.5299 |
| 17 | -335.0546 |
| 18 | -369.0541 |
| 19 | -170.9444 |
| 20 | -171.0569 |